1.
2 unconnected molecules or ions with the total composition C13H13NS in a non-equilibrium geometry. Source: OMol25; level of theory: wB97M-V/def2-TZVPD.

Each line ends with the Löwdin charge.
Cartesian coordinates (Å):
C 3.1851 1.3700 -0.2815  -0.120
C 2.9579 0.5242 -1.3179  -0.115
C 2.4930 1.2701 0.9332  -0.071
C -2.9733 1.1056 -1.6362  -0.033
C -3.8228 1.3398 -0.5830  -0.077
C 1.9115 -0.3445 -1.2262  -0.078
C 1.4967 0.2590 1.1086  -0.021
C -1.8779 0.2504 -1.4464  -0.064
C -3.5163 0.8600 0.6432  -0.128
C 1.1607 -0.4737 -0.0531  -0.298
C -1.7003 -0.1822 -0.2113  -0.129
C -0.1606 -2.0066 1.3905  -0.163
C 0.0302 -1.3555 0.0949  -0.651
N -2.4433 0.0672 0.8536  0.117
S -0.0164 -2.6051 -1.2359  0.767
H 4.0654 2.0844 -0.4975  0.130
H 3.3526 0.6712 -2.2647  0.086
H 2.7676 1.8489 1.9269  0.136
H -3.1125 1.4418 -2.5888  0.080
H -4.6135 2.0265 -0.7083  0.097
H 1.6559 -1.1849 -1.9442  0.064
H 1.0567 0.2597 2.0889  0.095
H -1.1316 0.0297 -2.1869  0.104
H -4.2410 1.0337 1.3688  0.090
H 0.5504 -2.9177 1.3523  0.099
H -1.1500 -2.4236 1.5768  0.077
H 0.0286 -1.3561 2.2624  0.072
H 1.0704 -3.3023 -0.7119  -0.067

Atomic forces in eV per Å
2.42 2.22 0.84
-1.83 -0.14 0.20
0.14 -0.49 2.25
1.26 -1.93 1.29
0.64 0.92 -1.38
-1.42 -2.72 0.13
2.06 2.53 -1.88
-0.61 1.54 -1.83
1.37 -1.63 -0.38
0.76 1.15 1.70
2.97 -2.82 3.80
0.71 -1.81 1.60
-3.87 0.76 -1.93
-0.08 0.05 -0.33
-0.03 -0.78 0.54
-1.65 -0.80 1.01
1.42 0.13 -1.44
-0.38 -0.87 -2.55
-0.70 1.24 -2.32
-1.03 0.44 -0.08
0.60 1.80 0.30
-0.46 -0.47 -0.14
-0.06 -0.02 -0.51
-0.56 0.14 1.92
-0.85 1.40 0.74
-0.09 0.07 -0.47
0.15 -0.46 -0.50
-0.86 0.52 -0.57

Properties
charge = 0
frontier orbital gap = 9.08 eV
relative energy (zero: lowest compared OMol25 entry of this formula, charge and spin) = 76.3 kcal/mol



2.
2 unconnected molecules or ions with the total composition C13H13NS in a non-equilibrium geometry. Source: OMol25; level of theory: wB97M-V/def2-TZVPD.

Each line ends with the Löwdin charge.
Cartesian coordinates (Å):
C -0.1150 1.8128 -3.0527  -0.442
C 0.3590 -4.3301 -1.2580  -0.096
C 1.6726 -3.9563 -1.5475  -0.067
C -0.6665 -3.4442 -1.2410  -0.080
C 1.9213 -2.6279 -1.7369  -0.134
C -0.4249 -2.0899 -1.5045  -0.065
C 0.9051 -1.7132 -1.6734  -0.498
C -1.8394 1.3858 -0.3313  -0.008
C -1.0204 2.3738 -0.0502  -0.173
C -0.1707 1.5065 2.0883  0.051
C -0.0163 0.5951 -2.5435  -0.397
C -0.4599 2.5882 1.3034  -0.346
C -0.0301 3.9900 1.6661  -0.050
N -0.4938 2.7832 -3.5422  0.179
S 1.4138 -0.0419 -2.0553  1.075
H 0.1808 -5.4050 -1.1545  0.113
H 2.3599 -4.7238 -1.4073  0.089
H -1.6762 -3.8502 -1.2181  0.112
H 2.8736 -2.1802 -2.0457  0.100
H -1.2081 -1.3525 -1.6906  0.093
H -2.3273 1.3601 -1.2817  0.052
H -2.3551 0.8395 0.5212  0.100
H -0.7519 3.0826 -0.7582  0.070
H -0.1980 0.4711 1.8018  0.053
H -0.0397 1.7791 3.1307  0.054
H -0.6170 4.7883 1.4606  0.033
H 0.8419 4.2134 0.9449  0.125
H 0.1653 3.9161 2.6969  0.056

Atomic forces in eV per Å
-0.51 1.75 -0.72
1.21 -1.51 -0.25
-1.81 0.28 1.07
-1.30 1.02 -0.85
1.45 0.78 -0.42
0.20 -0.13 0.09
-0.99 0.41 -0.33
-2.20 -0.46 1.41
0.75 -0.39 2.02
-0.74 2.51 0.03
1.42 -3.19 1.25
0.03 -1.69 -0.56
2.39 -2.66 -1.64
-0.06 1.48 -0.62
-1.34 0.15 -0.22
-0.15 0.41 0.20
1.63 -0.87 -0.47
0.06 0.39 0.32
0.10 -0.75 0.41
0.17 -0.27 0.40
-0.05 -0.37 -0.54
1.07 0.30 -1.27
0.49 1.14 -1.53
-0.29 -0.08 -0.22
0.67 -0.51 0.10
-2.70 2.06 -0.53
-0.57 -0.43 1.64
1.05 0.64 1.24

Properties
charge = 0
frontier orbital gap = 7.27 eV
relative energy (zero: lowest compared OMol25 entry of this formula, charge and spin) = 125.3 kcal/mol



3.
A molecular structure, C13H14CeNO3S in a non-equilibrium geometry. Source: OMol25; level of theory: wB97M-V/def2-TZVPD.

Each line ends with the Löwdin charge.
Cartesian coordinates (Å):
Ce 0.7737 -1.3996 1.5125  1.079
O -2.9130 0.4338 2.9221  0.093
C -1.8626 0.0967 2.4416  -0.535
O -1.1494 -1.0558 2.7467  -0.271
C -1.2147 0.9948 1.4187  -0.129
C -1.5818 2.4410 1.3853  0.055
C -0.6981 3.2420 0.6745  0.005
C 0.2115 2.6822 -0.2541  -0.154
C 1.2300 3.5138 -0.7422  -0.044
C 2.0367 3.0298 -1.6774  -0.095
C 2.0750 1.6817 -2.0108  -0.031
C 1.2897 0.7846 -1.2374  -0.012
C 0.2837 1.2711 -0.3953  -0.190
N -0.4001 0.4204 0.4949  -0.007
H -2.2874 2.7712 2.1195  0.106
H -0.7356 4.3492 0.8263  0.135
H 1.1645 4.5444 -0.5242  0.109
H 2.7546 3.7365 -2.1800  0.133
H 2.7013 1.1287 -2.6721  0.100
H 1.6400 -0.2197 -1.1014  0.092
C 2.9652 -1.0509 1.8396  -0.421
H 3.9732 -0.9617 1.4078  -0.124
H 2.8498 -0.6064 2.8890  -0.116
C -0.7718 -2.9061 -2.3104  -0.248
S -0.6723 -3.8827 -0.7915  1.006
C -2.1998 -3.4314 0.1455  -0.211
O 0.5062 -3.1676 0.0845  -0.710
H 0.2114 -2.9628 -2.8082  0.073
H -1.1502 -1.8885 -2.2775  0.064
H -1.4579 -3.4646 -2.9559  0.056
H -2.9597 -4.2913 0.0676  0.088
H -2.6552 -2.5447 -0.2451  0.048
H -1.9569 -3.2881 1.2076  0.057

Atomic forces in eV per Å
2.70 -1.07 1.22
-0.27 0.02 0.11
1.58 -2.95 1.06
-2.19 3.33 -0.67
-0.04 1.35 -2.33
2.71 -2.06 -0.20
-1.95 0.18 0.76
0.12 0.02 1.64
-2.23 -0.41 -0.06
3.14 0.80 -2.79
-1.73 -2.28 2.02
0.58 1.27 -0.44
0.01 0.33 1.07
-1.19 2.82 0.03
-0.24 0.24 0.10
0.07 -1.05 -0.32
0.20 0.97 0.31
-0.74 -0.88 0.50
0.91 0.63 -0.56
-0.20 -0.72 -0.57
-1.24 0.38 0.15
-0.10 0.04 0.51
0.42 -0.19 -0.71
-0.19 -0.69 -0.65
1.96 2.04 2.25
-0.78 -1.76 -0.26
-2.67 -2.22 -2.76
-0.30 0.08 0.52
0.22 0.12 0.66
-0.01 -0.07 0.07
1.27 1.18 -0.01
-0.09 0.59 -0.25
0.25 -0.07 -0.39

Properties
multiplicity = 2
charge = 0
frontier orbital gap (alpha / beta) = 4.26 / 4.26 eV



4.
A molecular structure, C13H14ClN3O3Re in a non-equilibrium geometry. Source: OMol25; level of theory: wB97M-V/def2-TZVPD.

Each line ends with the Löwdin charge.
Cartesian coordinates (Å):
Cl -0.9200 -3.0209 2.1056  0.466
C 1.3862 -1.0045 -0.9786  -0.173
C 0.5544 -0.3782 -1.9803  -0.149
C -0.7538 -0.9349 -1.8657  -0.085
H 0.8686 0.3187 -2.7454  0.143
C -0.7693 -1.8939 -0.8011  -0.370
C 0.5600 -1.9270 -0.2484  -0.223
H 0.8470 -2.6590 0.4936  0.096
H 2.4517 -0.8571 -0.8603  0.158
H -1.6087 -0.7974 -2.5322  0.160
C -1.9344 -2.7593 -0.4715  -0.032
Re -0.1033 0.0378 0.0459  1.444
C 1.3574 1.3139 0.0101  -0.166
C 0.7439 -0.5049 1.7400  -0.219
O 2.2485 2.0737 -0.0977  0.209
O 1.1881 -0.8498 2.7585  0.198
H -2.8827 -2.2138 -0.5399  0.117
H -1.7897 -3.1388 0.6037  -0.098
H -1.9888 -3.6694 -1.0851  0.130
C -3.1083 2.8320 3.3985  0.036
N -2.7028 2.7852 1.9733  -0.018
C -3.0536 3.7855 1.1134  0.032
C -2.6718 3.7492 -0.2013  0.034
C -1.8380 2.7065 -0.6576  -0.328
N -1.4911 1.7209 0.1973  0.015
C -1.9445 1.7144 1.5014  -0.451
O -1.6160 0.7437 2.2111  0.008
N -1.3319 2.6645 -1.8955  0.209
H -2.7111 1.9416 3.8899  0.099
H -4.2047 2.8670 3.4891  0.116
H -2.7073 3.7326 3.8868  0.115
H -3.6444 4.5779 1.5510  0.158
H -2.9599 4.5350 -0.8910  0.134
H -1.5683 3.3688 -2.5883  0.147
H -0.6644 1.9621 -2.1930  0.086

Atomic forces in eV per Å
-0.20 -0.38 1.10
0.58 -1.20 -0.98
-0.15 -0.56 -0.94
0.02 -0.56 -0.50
0.14 -0.05 0.09
0.23 -0.81 -1.01
0.19 -1.95 -1.34
0.26 0.26 -0.08
-0.08 -0.12 0.01
0.29 0.42 0.33
-0.11 -0.06 0.25
-1.27 3.42 2.22
4.29 5.09 -1.02
0.99 -1.35 5.84
-3.72 -3.49 0.61
-1.19 1.37 -4.09
0.19 -0.20 0.19
-0.54 0.06 -0.70
0.20 0.24 0.07
-0.16 0.12 0.33
0.33 -0.32 -0.41
0.49 -0.86 -0.44
-0.36 0.58 0.11
0.45 -0.23 -0.03
-0.22 -0.14 0.26
-0.11 -0.41 1.05
-0.30 1.05 -0.75
-0.18 0.27 -0.28
-0.17 0.22 -0.11
0.41 -0.19 -0.20
0.04 -0.32 -0.33
-0.03 0.08 -0.14
0.00 -0.06 0.21
0.02 -0.13 0.36
-0.34 0.19 0.32

Properties
multiplicity = 4
charge = +2
frontier orbital gap (alpha / beta) = 8.88 / 6.25 eV
relative energy (zero: lowest compared OMol25 entry of this formula, charge and spin) = 0.0 kcal/mol



5.
C13H14F2N2O in the gas phase in a non-equilibrium geometry. Source: OMol25; level of theory: wB97M-V/def2-TZVPD.

Each line ends with the Löwdin charge.
Cartesian coordinates (Å):
C -3.5183 1.3164 0.2925  -0.033
C -2.0951 1.5164 1.0057  -0.317
F -2.2084 1.6557 2.4021  -0.042
C -1.0409 0.4661 0.5242  -0.061
C -0.4909 0.6936 -0.8238  0.008
C 0.5074 -0.2598 -1.4309  -0.219
C 1.0451 0.0836 -2.8679  -0.146
C 1.8401 1.4711 -2.7536  -0.154
C 2.6379 1.5669 -1.3787  -0.178
F 3.6907 2.5370 -1.4731  -0.105
C 0.9119 -1.4038 -0.6374  0.030
C 0.4007 -1.6876 0.7583  -0.171
N 0.9102 -2.8315 1.3762  0.174
C 0.3453 -2.9302 2.6037  -0.296
O 0.7301 -4.0444 3.3776  0.005
C -0.6701 -2.0227 3.2216  -0.021
N -1.1572 -0.9388 2.5698  0.115
C -0.5941 -0.7457 1.3095  -0.137
H -4.1908 0.8522 1.0652  0.086
H -3.4118 0.6595 -0.6160  0.081
H -3.8789 2.3422 -0.0191  0.081
H -1.7281 2.5198 0.6239  0.139
H -0.8061 1.5844 -1.4181  0.118
H 1.7106 -0.7640 -3.1849  0.113
H 0.1501 0.1924 -3.5467  0.119
H 2.5617 1.6368 -3.5951  0.115
H 1.0491 2.2750 -2.6899  0.105
H 3.0819 0.5788 -1.0721  0.120
H 1.9777 1.9152 -0.5348  0.118
H 1.6683 -2.1099 -1.0839  0.116
H 1.6207 -3.8917 3.7415  0.112
H -1.0489 -2.2324 4.2541  0.126

Atomic forces in eV per Å
0.71 0.19 0.82
0.10 0.54 -1.33
-0.04 -0.34 -1.31
1.62 -0.72 -1.98
0.27 -2.08 2.28
-1.22 -0.60 2.19
0.17 0.09 1.43
-0.29 -0.14 1.09
-0.08 0.05 -0.07
-1.01 -1.02 -0.13
-0.74 1.43 -0.25
0.23 1.48 -2.76
-2.86 2.20 2.60
0.49 -0.42 -0.14
-0.24 1.38 -0.37
0.27 0.56 -1.59
2.00 -2.31 -0.17
-0.10 0.49 -0.59
0.43 0.43 -0.98
-0.16 0.67 1.05
0.12 -1.31 0.43
-0.15 -1.13 0.61
0.23 -0.81 0.66
-0.64 0.89 0.06
1.14 -0.18 0.52
-0.84 -0.10 0.69
1.06 -0.62 -0.52
-0.20 1.01 -0.45
0.63 -0.38 -0.94
-0.94 0.73 0.71
-0.39 -0.09 -0.37
0.46 0.10 -1.18

Properties
charge = 0
frontier orbital gap = 8.28 eV
relative energy (zero: lowest compared OMol25 entry of this formula, charge and spin) = 58.3 kcal/mol
SMILES = C[C@@H](F)c1cc(CCCF)cc2nc(O)cnc12



6.
2 unconnected molecules or ions with the total composition C13H14IN2O5. Source: OMol25; level of theory: wB97M-V/def2-TZVPD.

Each line ends with the Löwdin charge.
Cartesian coordinates (Å):
C -0.6162 1.4466 0.4766  -0.077
C -0.6199 1.5790 -1.0549  -0.147
C 0.7081 2.0034 -1.5762  -0.194
C 1.9587 1.6946 -1.1899  0.047
N 2.8564 2.3823 -2.0100  -0.041
C 4.3029 2.3067 -1.8713  -0.084
C 5.0088 3.5977 -1.4542  -0.803
O 5.9681 3.5324 -0.7834  0.061
I 4.3249 5.5269 -2.1024  0.935
C 2.1437 3.0803 -2.8809  -0.102
N 0.8516 2.8800 -2.6531  0.181
H -0.5001 0.4231 0.8024  0.055
H 0.1885 2.0263 0.9147  0.075
H -1.5348 1.8248 0.9025  0.081
H -1.3213 2.3688 -1.3076  0.117
H -0.9497 0.6615 -1.5260  0.126
H 2.2260 1.0319 -0.3937  0.151
H 4.5007 1.6141 -1.0654  0.139
H 4.7588 1.8792 -2.7555  0.151
H 2.5531 3.7141 -3.6415  0.113
H 0.1282 3.3222 -3.1960  0.186
C -3.9594 -4.0486 2.2685  0.083
C -3.8523 -2.8006 1.7947  -0.235
C -2.5174 -2.1696 1.5115  -0.308
O -2.5094 -1.0327 1.0633  0.077
C -1.3189 -2.9350 1.7854  0.067
C -1.4218 -4.1844 2.2636  -0.234
C -2.7591 -4.8267 2.5256  -0.309
O -2.7602 -5.9667 2.9418  0.126
O -0.3742 -4.9417 2.5371  0.128
O -4.9045 -2.0318 1.5382  0.120
H -4.9140 -4.5119 2.4727  0.140
H -0.3636 -2.4677 1.5933  0.128
H -0.7275 -5.7933 2.8637  0.128
H -4.5540 -1.1850 1.2063  0.117

Atomic forces in eV per Å
0.25 -0.04 0.00
0.07 0.56 0.59
-0.51 0.16 -0.63
0.10 0.17 -0.04
-0.54 -0.38 0.28
-0.42 0.07 0.13
-0.16 0.11 -0.19
0.60 -0.05 0.36
-0.09 -0.08 -0.04
0.20 0.10 -0.30
0.58 -0.32 0.35
-0.04 -0.22 0.00
0.14 0.20 0.05
-0.27 -0.09 0.01
-0.21 0.01 -0.27
-0.08 -0.16 -0.17
0.44 -0.04 0.12
0.05 -0.17 0.19
0.12 0.22 -0.35
0.01 0.06 -0.15
-0.23 -0.06 0.07
0.02 -0.15 0.05
-0.25 -0.14 0.07
0.37 -0.11 0.05
-0.16 0.00 -0.04
-0.04 0.21 -0.09
0.29 0.14 -0.05
-0.45 0.09 -0.02
0.20 -0.06 0.03
-0.14 -0.07 0.02
0.14 0.06 -0.04
-0.02 0.02 -0.01
0.02 -0.04 0.01
-0.01 -0.03 0.01
0.00 0.02 -0.01

Properties
charge = +1
frontier orbital gap = 8.21 eV



7.
C13H14N2 in the gas phase in a non-equilibrium geometry. Source: OMol25; level of theory: wB97M-V/def2-TZVPD.

Each line ends with the Löwdin charge.
Cartesian coordinates (Å):
C 2.7723 0.5362 -0.0177  -0.015
C 1.2701 0.0772 0.0040  -0.509
C 0.8447 -0.7610 -1.1884  -0.037
C 0.9864 -0.7132 1.3185  -0.010
C 0.3989 1.4058 0.0243  -0.328
C 0.7457 2.2479 -1.1360  -0.186
N 0.9134 2.7788 -2.1212  0.218
C 0.7334 2.1322 1.2338  -0.213
N 1.0645 2.6770 2.1642  0.228
C -1.0764 0.9603 -0.0367  -0.187
C -1.7384 0.8826 -1.2698  -0.033
C -3.0988 0.5933 -1.2685  -0.078
C -3.7454 0.3468 -0.0666  -0.070
C -3.1089 0.4955 1.2410  -0.013
C -1.7114 0.7718 1.1916  -0.046
H 2.8948 1.0031 0.9724  0.088
H 3.4623 -0.2928 -0.3722  0.113
H 2.8004 1.2308 -0.8161  0.049
H -0.0435 -1.2921 -0.8797  0.073
H 0.6301 -0.1020 -2.0830  0.106
H 1.5574 -1.6163 -1.2407  0.107
H -0.0854 -0.9309 1.1344  0.087
H 1.6323 -1.5393 1.4493  0.087
H 1.1125 -0.0595 2.0839  0.039
H -1.3056 1.2620 -2.2218  0.125
H -3.6326 0.3391 -2.1425  0.094
H -4.8266 0.3906 -0.0483  0.094
H -3.6858 0.4356 2.1603  0.099
H -1.2436 1.1858 2.0922  0.117

Atomic forces in eV per Å
-1.26 -1.61 -0.28
1.64 -0.21 0.56
0.37 -0.13 0.14
-1.80 0.20 -3.80
-0.25 -1.02 -0.49
-0.72 -1.28 1.60
0.46 1.12 -1.70
-0.67 -0.62 -1.66
0.66 1.24 2.17
0.02 1.25 -0.22
-0.13 0.75 -0.04
0.78 -1.19 1.54
0.16 1.29 2.80
1.00 -0.15 -3.25
-2.21 0.82 0.31
0.99 -0.29 -0.58
-0.72 0.84 1.22
0.62 1.16 -0.58
-0.72 0.12 -0.36
0.70 -1.37 0.61
-0.05 0.93 -0.86
0.72 -0.76 1.16
0.44 -1.07 -0.15
0.21 1.68 2.67
0.06 -0.70 0.90
-0.47 0.51 -1.11
-0.14 -0.77 -0.18
0.23 0.05 -0.21
0.10 -0.81 -0.21

Properties
charge = 0
frontier orbital gap = 10.37 eV
relative energy (zero: lowest compared OMol25 entry of this formula, charge and spin) = 56.2 kcal/mol
SMILES = CC(C)(C)C(C#N)(C#N)c1ccccc1



Number 1: energy -955.9942 a.u., molar mass 215.32 g mol⁻¹. Number 2: energy -955.9160 a.u., molar mass 215.32 g mol⁻¹. Number 3: energy -1657.4057 a.u., molar mass 404.44 g mol⁻¹. Number 4: energy -1431.5933 a.u., molar mass 481.93 g mol⁻¹. Number 5: energy -888.1736 a.u., molar mass 252.26 g mol⁻¹. Number 6: energy -1286.9447 a.u., molar mass 405.17 g mol⁻¹. Number 7: energy -613.2064 a.u., molar mass 198.27 g mol⁻¹.